1.
The following is a DFT calculation (ωB97M-V with the def2-TZVPD basis set) of C8H10AuN2S as an isolated structure in a non-equilibrium geometry.

The geometry in ORCA input format:
```
! RIJCOSX wB97M-V def2-TZVPD def2/J DEFGRID3
* xyz -1 3
C 0.31426 -2.83911 0.53468
C -0.54120 -2.63674 -0.59229
C -1.58185 -1.72828 -0.20805
C -1.36142 -1.35612 1.16420
C -0.17879 -2.04129 1.62052
Au 0.43422 -0.41400 -0.05358
N 1.59924 1.18104 0.39013
C 2.17807 1.01015 -1.02683
C 1.13740 0.34056 -1.87860
H -2.46366 -1.47955 -0.79703
H -0.48699 -3.17359 -1.53855
H -2.04411 -0.77665 1.78585
H 0.18444 -2.06240 2.64699
H 1.13247 -3.55832 0.59536
H 1.49800 -0.46297 -2.51984
H 2.39471 2.01040 -1.44539
H 2.35081 0.88144 1.02660
H 0.40507 1.02392 -2.30514
H 3.13138 0.45055 -1.05068
S -0.86748 2.91102 0.35375
C -2.03719 3.88003 0.90546
N -2.89325 4.60765 1.31096
*
```

energy above the lowest of the compared OMol25 structures with the same formula, charge and spin: 0.5450 eV
highest occupied orbital energy (alpha / beta): -2.6 / -3.6 eV
⟨S²⟩: 2.021
molar mass: 363.22 g/mol

Mulliken atomic charge list, values in e, 5 entries:
1 C -0.551
2 C -0.387
3 C -0.523
4 C -0.499
5 C -0.541

---

2.
The following is a DFT calculation (ωB97M-V with the def2-TZVPD basis set) of C24H29N7O8STa as an isolated structure in a non-equilibrium geometry.

The geometry in ORCA input format:
```
! RIJCOSX wB97M-V def2-TZVPD def2/J DEFGRID3
* xyz 3 1
Ta 0.17492 -0.59978 -0.01585
O 0.68053 0.68161 -1.33631
C 1.78357 1.19049 -1.94834
C 1.67125 1.88353 -3.13399
C 2.82716 2.38468 -3.71576
C 4.08386 2.22583 -3.11600
C 4.18506 1.56598 -1.91696
C 3.03033 1.02328 -1.31034
C 3.11340 0.46137 -0.01618
N 2.11229 -0.11696 0.62069
N 2.36767 -0.40620 1.95641
C 1.25780 -0.50181 2.60443
O 0.09764 -0.36243 1.86768
C 1.14353 -0.72269 4.02704
C -0.11168 -0.75067 4.64352
C -0.19948 -0.94202 6.00950
C 0.95869 -1.10923 6.75922
C 2.20909 -1.08607 6.14847
C 2.30908 -0.89403 4.78576
H 0.70532 2.01821 -3.60029
H 2.75077 2.91628 -4.65534
H 4.96318 2.63496 -3.59261
H 5.14212 1.45379 -1.42294
H 4.04235 0.54017 0.54419
H -1.01304 -0.62147 4.06033
H -1.16583 -0.96056 6.49353
H 0.88744 -1.25856 7.82831
H 3.10373 -1.21514 6.74148
H 3.27720 -0.86682 4.30510
C -4.29166 0.02131 -3.00027
O -3.07173 -0.72256 -2.66706
C -2.36891 -0.44806 -1.64266
O -1.34149 -1.14983 -1.38871
N -2.65043 0.56140 -0.80405
N -1.79925 0.66884 0.31226
H -4.65215 -0.44363 -3.90962
H -4.04121 1.06458 -3.18557
H -5.02025 -0.10435 -2.20092
H -3.48038 1.13678 -0.86902
H -2.29833 0.37986 1.15762
H -1.52913 1.64662 0.44327
C 2.23098 -8.08122 -4.23028
C 1.16875 -7.12492 -3.70389
S 1.81060 -5.54945 -3.22076
O 0.71432 -4.73913 -2.71234
O 2.64099 -5.00697 -4.25540
C 2.92314 -5.84097 -1.83227
C 2.31973 -5.85932 -0.43263
N 1.42259 -4.70016 -0.17085
C 1.81687 -3.43207 -0.11750
N 0.72282 -2.61727 -0.03960
C -0.39522 -3.45931 -0.01568
C 0.04210 -4.71839 -0.10868
N -0.84174 -5.87000 -0.23686
O -0.35085 -6.95469 -0.44318
O -2.01468 -5.60690 -0.13875
C 3.24138 -3.02505 -0.16876
H 1.73981 -8.90452 -4.74508
H 2.82844 -8.51314 -3.42786
H 2.88669 -7.58353 -4.94275
H 0.61354 -7.51127 -2.84670
H 0.44496 -6.85174 -4.47640
H 3.67606 -5.06300 -1.95591
H 3.43115 -6.79126 -2.00448
H 3.11643 -5.83091 0.30954
H 1.73333 -6.74991 -0.25155
H -1.41824 -3.12948 0.01356
H 3.87176 -3.84420 0.16925
H 3.43353 -2.18232 0.48496
H 3.52444 -2.77652 -1.19450
*
```

energy above the lowest of the compared OMol25 structures with the same formula, charge and spin: 0.0000 eV
highest occupied orbital energy: -16.4 eV
molar mass: 756.55 g/mol

Mulliken atomic charge list, values in e, 5 entries:
1 Ta 2.282
2 O -0.776
3 C 0.534
4 C -0.748
5 C -0.512

---

Look up the molar mass of the second one. 756.55 g/mol